[1]
C18H26N2O2 | ωB97M-V/def2-TZVPD

Computed properties:
SMILES   CCCCCC[C@H]1C(C#N)=C(N)OC2=C1C(=O)CC(C)(C)C2
Total charge   0
E   -961.49815 a.u.
Energy above the lowest of the compared OMol25 structures with the same formula, charge and spin   34.5 kcal/mol

CARTESIAN COORDINATES (ANGSTROEM)
1 O 1.576 1.679 -2.720
2 O -0.062 1.800 1.714
3 N -3.610 4.047 -0.500
4 N -1.981 2.770 2.412
5 C -0.694 2.132 -1.090
6 C -1.449 -3.156 0.245
7 C 4.419 0.095 0.883
8 C -2.229 -1.440 -1.482
9 C 1.741 1.529 -1.528
10 C -1.521 2.692 0.044
11 C 0.874 1.547 0.755
12 C -1.726 -0.190 -0.763
13 C -1.868 -4.371 1.064
14 C 3.016 0.314 0.315
15 C 2.164 1.070 1.342
16 C -1.205 2.444 1.336
17 C -1.400 0.928 -1.749
18 C 3.096 1.173 -0.950
19 C 2.388 -1.042 -0.013
20 C -2.628 -2.566 -0.528
21 C 0.661 1.734 -0.557
22 C -2.672 3.426 -0.260
23 H 4.899 1.044 1.113
24 H -2.736 3.416 2.252
25 H -3.373 -2.193 0.180
26 H 2.306 -1.652 0.884
27 H -2.260 -5.152 0.415
28 H 1.940 0.439 2.205
29 H -1.021 -4.775 1.613
30 H 3.004 -1.576 -0.733
31 H -3.096 -3.364 -1.109
32 H -3.096 -1.169 -2.088
33 H 3.597 2.118 -0.720
34 H -1.525 2.804 3.308
35 H -0.666 -3.446 -0.459
36 H -1.452 -1.801 -2.160
37 H 1.398 -0.921 -0.442
38 H -2.322 1.281 -2.216
39 H 3.678 0.674 -1.726
40 H -2.489 0.151 -0.059
41 H 5.040 -0.435 0.165
42 H -1.032 -2.403 0.917
43 H 4.372 -0.495 1.795
44 H 2.720 1.938 1.711
45 H -2.643 -4.100 1.778
46 H -0.747 0.548 -2.538
47 H -0.831 -0.439 -0.189
48 H -0.555 2.892 -1.868

Cartesian forces, eV/Å:
-0.109 0.019 0.042
-0.441 0.067 0.085
-0.335 0.170 -0.055
0.364 -0.250 -0.046
0.000 -0.135 -0.118
-0.326 -0.081 0.036
-0.267 0.088 -0.094
-0.136 0.023 0.331
0.522 -0.140 0.187
1.085 -0.465 0.233
0.514 0.048 -0.656
-0.047 -0.015 -0.386
0.183 0.166 -0.071
0.098 0.032 0.072
-0.100 -0.021 -0.047
-0.401 0.321 -0.153
0.131 -0.004 0.249
0.043 -0.118 -0.100
0.055 0.185 0.020
0.323 0.066 -0.186
-0.760 0.238 0.301
-0.381 0.248 0.076
0.076 0.110 0.038
-0.019 0.001 0.012
-0.101 -0.030 0.027
-0.028 -0.090 0.096
-0.059 -0.112 -0.029
0.021 -0.016 0.031
0.020 -0.107 0.094
0.071 -0.079 -0.090
-0.082 -0.048 0.048
0.023 0.011 -0.105
0.049 0.047 0.010
-0.017 0.070 -0.028
0.087 0.063 -0.027
0.004 -0.013 -0.101
-0.150 -0.092 -0.045
-0.023 -0.001 -0.087
-0.012 0.035 -0.021
0.016 -0.023 0.089
0.091 -0.073 -0.078
0.107 0.048 -0.027
0.022 -0.085 0.125
-0.006 0.005 0.059
-0.091 -0.025 0.096
-0.051 0.013 -0.083
0.011 0.012 0.100
0.028 -0.063 0.172



[2]
C16H29Cl13NO | ωB97M-V/def2-TZVPD

Computed properties:
Total charge   0
⟨S²⟩   0.755
E   -6738.88028 a.u.
2S+1   2

CARTESIAN COORDINATES (ANGSTROEM)
1 Cl 0.347 -1.794 -3.763
2 Cl 0.487 -4.119 3.585
3 Cl 4.246 -5.096 -1.050
4 Cl -2.357 -0.407 -3.619
5 Cl -0.407 -2.524 1.303
6 Cl 0.848 1.203 -2.436
7 Cl -2.311 -3.676 3.117
8 Cl 2.839 -1.312 -3.237
9 Cl 2.024 -4.178 -2.842
10 Cl 1.547 -6.033 -0.552
11 Cl -0.490 -3.894 -1.234
12 Cl -1.259 2.198 -2.691
13 Cl -2.615 0.328 -0.720
14 O -2.411 2.474 2.332
15 N -1.627 1.913 1.298
16 C 2.547 1.201 -1.862
17 C -0.098 -1.305 -2.139
18 C -2.561 0.938 -2.433
19 C -1.138 0.523 1.719
20 C 0.310 2.174 -0.323
21 C -0.697 2.871 0.643
22 C -0.436 0.353 3.142
23 C 0.849 0.846 0.176
24 C 0.326 -2.327 -1.074
25 C -0.705 -2.969 3.007
26 C -1.530 3.890 -0.279
27 C 2.497 -4.704 -1.180
28 C 0.135 3.757 1.613
29 C 3.046 -0.266 -1.762
30 C -2.377 -0.456 1.918
31 C -0.300 -0.092 0.612
32 H 0.658 3.138 2.343
33 H -1.168 0.446 3.944
34 H 1.474 0.450 -0.624
35 H -2.142 -1.433 2.340
36 H 2.268 -3.861 -0.527
37 H -3.470 1.450 -2.750
38 H 0.336 1.113 3.262
39 H -0.523 4.476 2.100
40 H 1.190 2.753 -0.603
41 H 2.652 -0.815 -0.907
42 H -3.060 -0.013 2.644
43 H -0.004 -2.021 -0.081
44 H 3.245 1.898 -2.325
45 H 1.481 0.953 1.058
46 H 0.907 4.336 1.106
47 H -2.875 -0.592 0.959
48 H -1.184 -1.236 -2.201
49 H -2.082 3.420 -1.093
50 H 0.361 -0.341 -1.917
51 H -0.826 -0.192 -0.338
52 H 4.129 -0.173 -1.687
53 H -0.074 -0.674 3.192
54 H 0.053 -1.068 0.943
55 H -2.191 4.639 0.157
56 H -0.706 -2.073 3.628
57 H 2.516 1.644 -0.866
58 H -0.872 4.662 -0.677
59 H -0.234 1.980 -1.247
60 H 1.414 -2.386 -1.101

Cartesian forces, eV/Å:
-2.506 -0.614 -1.313
0.237 0.181 0.002
-0.671 0.332 -0.202
-1.254 1.398 -0.167
-1.361 -7.142 6.295
7.231 1.656 -5.934
-0.371 -0.315 0.193
2.508 1.921 1.325
0.984 -1.674 0.802
0.327 -0.662 -0.107
-0.558 0.313 -0.537
-4.964 -0.268 -3.033
-2.739 1.641 -4.147
2.470 -1.555 -3.706
-0.910 0.860 5.120
0.713 -0.972 -0.194
-0.203 -2.492 1.361
-0.163 0.036 -0.544
-1.130 -1.732 0.781
-1.710 -0.265 2.351
0.548 2.331 -1.155
-0.428 1.268 -1.348
-0.757 -0.509 1.949
-0.395 0.502 -2.035
-0.378 -0.649 0.101
0.084 0.284 0.712
0.239 0.192 -0.349
-0.701 -0.382 0.384
1.685 0.766 -0.941
-0.186 1.460 0.183
2.315 2.919 -1.220
-0.122 0.058 0.211
-0.061 0.320 -0.116
-1.329 -0.697 2.086
-0.021 0.847 -0.402
0.437 -0.233 -0.140
0.020 -0.261 0.627
0.239 -0.356 0.271
0.059 -0.186 0.338
-0.646 1.036 0.425
0.076 0.133 -0.223
-0.188 0.277 -0.275
1.067 0.803 -3.763
-0.355 -0.457 -1.238
0.497 0.368 0.110
-0.150 -0.160 -0.404
-0.352 -0.659 1.020
0.732 -0.212 0.755
0.165 0.316 0.696
-0.740 -2.093 0.168
0.606 -0.591 1.380
-0.010 -0.247 0.443
0.612 0.742 -0.196
0.890 4.357 -0.213
-0.522 -0.807 1.195
0.101 -0.542 -0.068
0.328 -0.346 -0.116
0.851 -0.620 -0.646
0.096 0.811 3.295
-0.232 -0.433 0.155



[3]
C28H32N5O3S4Sn | ωB97M-V/def2-TZVPD

Computed properties:
Total charge   -1
E   -3392.82464 a.u.
Energy above the lowest of the compared OMol25 structures with the same formula, charge and spin   14.0 kcal/mol

CARTESIAN COORDINATES (ANGSTROEM)
1 Sn 1.020 0.845 0.971
2 S 2.264 -3.787 4.103
3 S 0.285 -2.983 1.912
4 S 1.724 3.209 2.155
5 S 0.952 3.352 0.267
6 O 2.835 2.246 1.962
7 O 2.110 4.494 2.667
8 O 0.639 2.521 2.883
9 N 2.813 -1.308 1.175
10 N -0.578 -0.104 -1.234
11 N -1.809 0.968 0.958
12 N 2.830 -2.206 2.139
13 N 2.993 0.652 -0.776
14 C -3.141 3.497 3.280
15 C 4.651 0.204 -2.953
16 C 1.622 -5.429 3.677
17 C -0.089 -2.960 -1.661
18 C -2.892 1.424 4.451
19 C 0.447 0.425 -3.348
20 C -2.369 1.553 2.116
21 C -4.011 0.241 0.190
22 C 1.840 -2.889 2.588
23 C -1.842 -0.188 -1.129
24 C 1.123 0.023 -4.491
25 C -2.512 0.373 0.086
26 C 4.374 -0.812 -2.062
27 C -2.749 2.898 2.091
28 C 1.061 -2.258 -3.772
29 C 3.404 -1.572 0.070
30 C 1.445 -1.307 -4.699
31 C 0.048 1.856 -3.137
32 C -2.727 -0.775 -2.197
33 C -2.078 -0.655 3.290
34 C -2.748 3.661 0.797
35 C 3.574 -0.548 -0.946
36 C -2.459 0.797 3.291
37 C -3.209 2.772 4.457
38 C 0.364 -1.902 -2.622
39 C 4.133 1.466 -2.709
40 C 0.085 -0.545 -2.402
41 C 3.288 1.631 -1.624
42 H 1.439 -5.970 4.603
43 H -3.294 -1.622 -1.809
44 H 4.764 -1.812 -2.201
45 H 2.350 -5.965 3.069
46 H 3.838 -2.556 -0.106
47 H -2.957 0.845 5.364
48 H -2.344 -1.128 4.234
49 H -0.081 -3.940 -2.137
50 H -1.824 3.486 0.248
51 H 1.985 -1.602 -5.591
52 H -3.439 -0.024 -2.544
53 H -1.024 1.991 -3.307
54 H 0.695 -5.287 3.127
55 H -3.381 4.554 3.278
56 H -1.095 -2.763 -1.292
57 H 1.271 -3.306 -3.951
58 H -2.128 -1.112 -3.040
59 H 2.807 2.583 -1.425
60 H 5.264 0.014 -3.826
61 H -4.344 0.644 1.144
62 H -3.588 3.349 0.167
63 H 0.549 -2.998 -0.776
64 H 0.248 2.168 -2.112
65 H 4.354 2.299 -3.361
66 H -1.003 -0.769 3.142
67 H 0.586 2.516 -3.817
68 H 1.385 0.763 -5.238
69 H -2.558 -1.207 2.480
70 H -2.842 4.731 0.978
71 H -4.499 0.790 -0.616
72 H -3.519 3.251 5.377
73 H -4.324 -0.802 0.122

Cartesian forces, eV/Å:
0.120 -0.533 0.160
-0.020 -0.033 -0.174
-0.339 -0.100 -0.142
0.237 0.556 0.619
-0.283 0.230 -0.667
-0.086 -0.234 -0.039
0.003 0.033 0.012
0.008 -0.033 0.094
-0.359 0.315 -0.632
-0.138 0.172 0.136
0.122 -0.132 -0.444
1.115 -0.652 0.882
-0.005 -0.213 0.109
-0.042 0.018 0.016
-0.031 0.054 0.004
0.116 0.283 0.038
0.070 0.043 0.031
0.011 0.050 -0.029
-0.079 -0.093 0.169
-0.228 0.176 0.450
0.038 -0.060 0.044
-0.059 0.249 -0.315
0.304 -0.098 -0.417
0.044 0.024 -0.071
-0.290 0.284 0.546
-0.131 -0.071 0.173
0.101 -0.083 -0.123
-0.051 0.049 -0.034
-0.290 -0.408 0.530
0.060 -0.011 -0.072
0.033 -0.007 0.029
0.049 0.009 0.029
0.107 0.172 -0.001
0.028 -0.029 -0.010
0.074 0.399 -0.424
-0.005 -0.078 -0.137
-0.056 -0.030 0.049
-0.050 0.039 0.102
0.045 -0.073 -0.129
0.114 -0.160 -0.473
-0.066 0.081 -0.085
-0.006 0.001 0.001
-0.041 0.021 0.006
0.053 0.015 0.002
-0.059 -0.058 -0.005
0.041 0.023 -0.017
0.007 -0.003 -0.001
0.016 -0.011 0.005
0.006 0.007 -0.011
0.027 0.032 -0.014
-0.020 -0.002 0.000
-0.050 -0.031 0.000
0.000 0.024 0.006
-0.074 -0.070 0.017
-0.044 -0.006 -0.021
-0.011 -0.077 0.038
0.028 0.000 0.043
-0.060 0.008 -0.009
0.025 -0.008 0.073
0.032 0.019 0.016
-0.042 -0.001 -0.034
0.013 0.017 -0.022
-0.041 0.011 0.084
0.013 0.070 0.021
-0.048 0.017 0.016
-0.004 -0.122 -0.018
-0.008 0.003 -0.008
0.046 0.045 0.055
0.000 -0.033 0.013
-0.008 0.005 0.008
-0.022 -0.017 -0.010
0.028 0.026 -0.008
0.011 -0.007 -0.031



[4]
C8H11NO3S | ωB97M-V/def2-TZVPD

Computed properties:
Total charge   0
E   -989.91506 a.u.
Energy above the lowest of the compared OMol25 structures with the same formula, charge and spin   134.8 kcal/mol

CARTESIAN COORDINATES (ANGSTROEM)
1 S -2.621 0.853 -0.017
2 O -4.318 -1.731 0.325
3 O -2.015 -3.837 -1.075
4 O 0.072 -3.275 -0.259
5 N 0.752 -0.615 -0.536
6 C 0.644 0.158 0.518
7 C -1.170 -3.050 -0.744
8 C -1.492 -1.638 -0.718
9 C -3.921 -0.827 -0.352
10 C -2.317 -0.717 -0.492
11 C 0.343 -0.511 1.762
12 C 0.856 1.682 0.599
13 C 1.011 0.030 -1.815
14 H 1.165 1.118 -1.723
15 H 1.888 -0.428 -2.273
16 H 0.425 2.175 -0.353
17 H 0.405 2.240 1.442
18 H 0.118 -0.149 -2.570
19 H 1.971 1.864 0.800
20 H -4.472 -0.466 -1.193
21 H 0.512 -2.307 -0.344
22 H -0.583 0.031 2.147
23 H 1.086 -0.408 2.619
24 H 0.212 -1.626 1.474

Cartesian forces, eV/Å:
0.007 0.924 0.637
-0.105 1.117 0.742
0.567 0.015 0.080
-0.256 1.384 -1.074
-0.364 1.970 0.966
0.922 0.291 -1.217
0.893 -0.011 0.875
-1.193 -0.009 -0.641
-0.638 -2.975 -0.205
1.250 0.483 -0.314
-0.915 -1.541 1.892
0.461 0.677 -1.192
-1.444 -0.081 -1.580
0.013 -0.628 -0.230
0.016 0.046 0.006
1.227 -0.539 1.595
-0.269 -1.048 -0.260
1.652 0.290 1.606
-1.327 -0.162 -0.956
-0.035 0.792 -0.647
-0.429 -1.610 0.245
0.723 -1.225 -0.292
-0.592 -0.019 -1.354
-0.165 1.859 1.317



[5]
CH4NOPS | ωB97M-V/def2-TZVPD

Computed properties:
Total charge   0
E   -909.96306 a.u.
Energy above the lowest of the compared OMol25 structures with the same formula, charge and spin   26.3 kcal/mol

CARTESIAN COORDINATES (ANGSTROEM)
1 S -2.653 0.539 0.028
2 P 2.070 0.571 0.161
3 O -0.133 -1.560 -0.092
4 N -0.869 0.618 0.043
5 C -0.024 -0.358 -0.071
6 H -0.640 1.480 0.537
7 H 2.390 -0.711 0.709
8 H 2.524 0.191 -1.070
9 H -2.665 -0.771 -0.244

Cartesian forces, eV/Å:
0.797 -0.521 -0.113
-2.402 -1.233 1.027
-0.512 1.279 -0.674
-2.899 2.412 0.404
4.143 -1.462 1.068
0.665 -0.515 -0.630
0.134 0.447 0.004
0.167 -0.289 -1.134
-0.094 -0.117 0.049